H18Mg2O29S5 | ωB97M-V/def2-TZVPD

The value obtained for the HOMO energy is 7.39 eV. The HOMO-LUMO gap is 2.408 eV. The lowest unoccupied orbital energy comes out at 9.80 eV. The net charge is -6.

```
54
Properties=species:S:1:pos:R:3:nbo_charge:R:1
Mg -1.60121 1.24524 -2.24857 1.809
Mg -1.11262 0.13723 2.45395 1.831
S 0.69917 -0.34600 -0.49445 2.665
O 0.08800 -0.07927 0.80266 -1.055
O 2.06723 0.25236 -0.63833 -1.102
O 0.88525 -1.80820 -0.76327 -1.096
O -0.23743 0.15868 -1.54835 -1.180
S -0.78372 4.44226 -1.74982 2.582
O 0.16567 4.80819 -0.71056 -1.049
O -2.15796 5.01963 -1.54277 -1.120
O -0.36848 4.99312 -3.10045 -1.158
O -0.87357 2.94440 -1.85670 -1.202
S 1.10281 1.16934 4.84551 2.587
O 0.17075 2.10481 5.56471 -1.147
O 1.46179 0.03017 5.69843 -1.072
O 0.40638 0.69140 3.58103 -1.197
O 2.30418 1.95855 4.46270 -1.124
S -3.40190 0.16071 0.07117 2.628
O -4.80502 0.60403 0.26218 -1.095
O -2.69102 -0.04964 1.34273 -1.110
O -3.42389 -1.09636 -0.73240 -1.100
O -2.71236 1.21214 -0.75649 -1.187
S -1.23322 -2.97179 3.78056 2.599
O -1.49228 -1.72664 2.96603 -1.182
O -0.71422 -2.58758 5.10194 -1.080
O -2.49686 -3.76198 3.93978 -1.135
O -0.23480 -3.84888 3.09322 -1.133
O 2.54470 2.08479 1.23022 -1.028
H 2.18179 1.81770 2.09511 0.510
H 2.28538 1.36098 0.60037 0.484
O -1.25789 -3.49489 -0.86184 -0.970
H -0.75204 -4.29265 -1.04256 0.428
H -0.55768 -2.81028 -0.70217 0.514
O -2.65667 -0.32661 -3.02205 -1.030
H -2.65108 -0.72319 -3.89551 0.451
H -2.98018 -1.01863 -2.38033 0.554
O -1.03193 2.17860 1.88406 -0.982
H -0.68681 2.39662 1.00168 0.524
H -1.41485 2.99516 2.20696 0.481
O -0.60527 1.21487 -4.03454 -0.954
H -0.75233 1.65247 -4.87578 0.474
H 0.22175 0.73229 -4.12689 0.502
O 1.50854 -2.19844 -3.35384 -1.023
H 1.27521 -2.09189 -2.37780 0.528
H 1.35640 -1.32037 -3.70831 0.440
O 3.98894 -1.72216 -0.39513 -0.968
H 3.34255 -0.98510 -0.54943 0.519
H 4.47357 -1.78283 -1.22261 0.421
O 2.82396 1.92002 -2.67906 -0.980
H 2.47883 1.46385 -1.86675 0.529
H 3.36618 1.24418 -3.09619 0.424
O 1.78776 -4.24850 1.20136 -1.035
H 1.72275 -3.68706 0.41946 0.475
H 0.97777 -4.01487 1.72714 0.536
```